(1)
Below is a cluster of 11 separate species, C72H84F18N12P3 in total, with properties calculated with wB97M-V/def2-TZVPD.

- Maximum force: 5.0 eV/Å
- Net charge: +9
- LUMO: -0.49185 Ha
- Multiplicity: 1
- Energy above the lowest of the compared OMol25 structures with the same formula, charge and spin: 33.31 kcal per mole
- Total energy: -6269.169437 Ha

```
189
C72H84F18N12P3 wB97M-V/def2-TZVPD
C 7.305 7.736 -6.663
N 6.616 8.317 -5.406
C 6.301 7.403 -4.506
C 5.614 7.719 -3.404
C 5.345 9.076 -3.078
C 6.040 9.997 -3.954
C 6.671 9.592 -5.155
C 4.859 9.597 -1.754
C 5.670 10.207 -0.726
C 5.070 10.550 0.470
N 3.713 10.534 0.647
C 3.076 9.615 -0.065
C 3.613 9.253 -1.306
C 3.255 11.610 1.554
H 7.653 6.709 -6.256
H 8.054 8.431 -7.016
H 6.633 7.659 -7.501
H 6.893 6.433 -4.646
H 5.314 6.988 -2.697
H -3.425 -10.823 2.868
H 7.059 10.197 -5.951
H 6.685 10.306 -0.732
H 5.672 10.915 1.344
H 2.039 9.232 0.231
H 3.058 8.615 -1.941
H 3.874 12.475 1.389
H 3.313 11.528 2.626
H 2.237 11.878 1.379
C -4.413 5.261 7.938
N -5.412 4.336 7.387
C -4.980 3.209 6.842
C -5.820 2.257 6.366
C -7.187 2.426 6.465
C -7.632 3.615 6.997
C -6.756 4.576 7.432
C -8.079 1.296 5.838
C -7.716 -0.027 6.073
C -8.336 -1.055 5.398
N -9.463 -0.810 4.676
C -9.895 0.451 4.507
C -9.226 1.531 5.061
C -10.126 -1.973 3.992
H -3.786 5.717 7.117
H -3.766 4.596 8.559
H -4.795 6.090 8.563
H -3.912 3.054 6.812
H -5.326 1.288 6.018
H -8.692 3.864 7.076
H -7.121 5.413 7.986
H -6.885 -0.310 6.728
H -7.963 -2.038 5.476
H -10.722 0.549 3.854
H -9.702 2.472 4.809
H -9.551 -2.108 3.056
H -11.189 -1.545 3.849
H -10.195 -2.798 4.686
C -12.373 11.213 -15.061
N -12.141 10.046 -14.197
C -12.987 9.708 -13.253
C -12.743 8.572 -12.521
C -11.529 7.965 -12.688
C -10.580 8.403 -13.621
C -10.943 9.515 -14.379
C -11.117 6.883 -11.818
C -11.449 6.912 -10.463
C -10.756 6.048 -9.561
N -9.892 5.139 -9.994
C -9.464 5.163 -11.300
C -10.156 5.859 -12.191
C -9.192 4.133 -9.165
H -13.441 11.436 -15.179
H -11.988 11.069 -16.044
H -11.936 12.085 -14.521
H -13.811 10.347 -13.044
H -13.472 8.429 -11.695
H -9.626 8.002 -13.867
H -10.241 9.981 -15.040
H -12.089 7.677 -9.991
H -10.961 5.989 -8.487
H -8.656 4.445 -11.454
H -9.683 5.947 -13.148
H -9.136 3.187 -9.715
H -9.642 3.900 -8.203
H -8.193 4.451 -9.170
C 3.256 2.985 5.662
N 4.401 2.249 5.243
C 5.593 2.843 5.016
C 6.730 2.046 4.821
C 6.612 0.638 4.935
C 5.354 0.124 4.953
C 4.266 0.926 5.114
C 7.823 -0.214 4.807
C 8.944 0.193 4.131
C 9.968 -0.658 3.901
N 9.998 -1.934 4.371
C 9.020 -2.296 5.226
C 7.895 -1.524 5.400
C 10.870 -2.985 3.700
H 2.401 2.761 5.117
H 3.504 3.987 5.516
H 3.074 2.777 6.700
H 5.618 3.912 5.102
H 7.680 2.533 4.770
H 5.150 -0.907 4.811
H 3.306 0.545 5.180
H 9.057 1.187 3.708
H 10.854 -0.442 3.336
H 9.138 -3.250 5.693
H 7.111 -1.853 6.120
H 11.916 -2.747 3.781
H 10.569 -3.048 2.661
H 10.595 -3.940 4.166
C 5.076 -16.181 -8.866
N 5.450 -14.825 -8.403
C 6.457 -14.635 -7.510
C 6.641 -13.431 -6.922
C 5.728 -12.418 -7.091
C 4.769 -12.589 -8.095
C 4.624 -13.830 -8.705
C 5.837 -11.233 -6.216
C 4.775 -10.866 -5.419
C 4.925 -9.813 -4.570
N 6.089 -9.136 -4.437
C 7.143 -9.482 -5.228
C 7.067 -10.502 -6.135
C 6.227 -8.010 -3.469
H 5.997 -16.811 -8.808
H 4.676 -16.181 -9.884
H 4.195 -16.488 -8.293
H 7.108 -15.579 -7.418
H 7.434 -13.415 -6.144
H 4.012 -11.838 -8.332
H 3.888 -14.007 -9.446
H 3.843 -11.380 -5.486
H 4.017 -9.515 -4.002
H 8.055 -8.986 -5.071
H 7.968 -10.602 -6.703
H 6.817 -8.361 -2.562
H 5.204 -7.707 -3.177
H 6.690 -7.155 -3.971
C -0.906 -5.240 4.509
N -0.598 -5.705 5.928
C -1.143 -5.170 7.024
C -0.940 -5.783 8.234
C -0.225 -6.955 8.349
C 0.449 -7.416 7.189
C 0.277 -6.752 6.000
C 0.086 -7.503 9.698
C 0.812 -6.806 10.617
C 1.105 -7.367 11.864
N 0.743 -8.623 12.145
C 0.072 -9.359 11.234
C -0.384 -8.805 10.086
C 1.012 -9.170 13.449
H -0.051 -4.794 4.105
H -1.712 -4.523 4.585
H -1.270 -6.184 3.982
H -1.771 -4.337 6.909
H -1.477 -5.357 9.077
H 1.184 -8.280 7.188
H 0.777 -7.021 5.055
H 1.218 -5.826 10.361
H 1.599 -6.735 12.618
H -0.228 -10.371 11.432
H -0.996 -9.523 9.476
H 1.183 -10.254 13.342
H 0.079 -9.083 14.033
H 1.848 -8.724 13.951
P -3.180 -1.391 7.513
F -3.515 -0.593 8.871
F -3.259 -2.810 8.310
F -4.754 -1.516 7.185
F -2.809 -2.150 6.121
F -3.264 0.100 6.740
F -1.583 -1.286 7.789
P 3.725 -5.725 4.171
F 4.680 -4.938 5.155
F 4.936 -6.815 3.993
F 3.236 -6.550 5.417
F 2.894 -6.668 3.139
F 2.523 -4.704 4.301
F 4.343 -4.934 2.923
P 1.887 11.062 -8.789
F -1.074 12.129 -9.396
F 2.219 12.490 -8.974
F 0.098 11.337 -8.655
F 1.859 10.281 -7.306
F 1.597 10.464 -10.143
F 5.918 11.363 -3.929
```


(2)
Below is a cluster of 10 separate species, C73H121N9O16 in total, with properties calculated with wB97M-V/def2-TZVPD.

- Structure (SMILES): O=[N+]([O-])c1ccccc1.O=[N+]([O-])c1ccccc1.O=[N+]([O-])c1ccccc1.O=[N+]([O-])c1ccccc1.CC1(C)CCCC(C)(C)N1O.CC1(C)CCCC(C)(C)N1O.CC1(C)CCCC(C)(C)N1O.CC1(C)CCCC(C)(C)N1O.CC1(C)CCCC(C)(C)N1O.C[C@H]1COC(=O)O1
- Maximum force: 4.1 eV/Å
- Net charge: 0
- LUMO: -0.03222 Ha
- Multiplicity: 1
- Total energy: -4550.103158 Ha

```
219
C73H121N9O16 wB97M-V/def2-TZVPD
O -4.131 3.126 5.814
N -4.052 3.733 4.750
O -4.039 4.935 4.612
C -3.861 2.954 3.554
C -3.684 1.595 3.739
C -3.287 0.877 2.639
C -3.145 1.468 1.412
C -3.412 2.823 1.202
C -3.701 3.561 2.359
H -3.880 1.080 4.667
H -3.137 -0.198 2.720
H -3.045 0.828 0.560
H -3.467 3.291 0.236
H -3.830 4.639 2.270
O -2.104 9.218 -3.755
N -1.935 8.083 -4.169
O -2.811 7.206 -4.074
C -0.816 7.702 -5.008
C 0.327 8.474 -4.903
C 1.485 8.022 -5.550
C 1.370 6.829 -6.282
C 0.169 6.141 -6.393
C -0.999 6.562 -5.756
H 0.347 9.396 -4.324
H 2.508 8.543 -5.349
H 2.250 6.380 -6.703
H 0.228 5.190 -6.961
H -1.900 6.027 -5.962
O 4.607 -3.275 -4.025
N 4.947 -4.328 -4.591
O 4.819 -4.550 -5.740
C 5.439 -5.439 -3.718
C 5.815 -6.575 -4.407
C 6.310 -7.608 -3.569
C 6.442 -7.442 -2.191
C 6.100 -6.206 -1.632
C 5.620 -5.169 -2.376
H 5.693 -6.848 -5.441
H 6.600 -8.631 -3.856
H 6.932 -8.173 -1.561
H 6.293 -6.052 -0.604
H 5.285 -4.250 -1.970
O -0.011 -0.166 0.123
N 0.535 -0.489 -0.903
O 0.664 -1.617 -1.259
C 1.112 0.640 -1.718
C 2.057 0.274 -2.636
C 2.731 1.332 -3.345
C 2.235 2.653 -3.142
C 1.241 2.880 -2.240
C 0.714 1.919 -1.485
H 2.336 -0.780 -2.721
H 3.515 1.208 -4.041
H 2.603 3.447 -3.812
H 0.928 3.903 -2.157
H 0.045 2.193 -0.611
C 0.947 -0.814 4.505
C 1.280 0.654 4.649
C 0.191 1.183 5.590
C 2.742 0.808 5.189
C 3.308 2.201 5.053
C 3.222 2.658 3.574
C 1.829 2.553 3.041
C 0.843 3.583 3.575
C 1.980 2.825 1.583
N 1.348 1.199 3.274
O 0.017 1.056 2.779
H 1.175 -1.286 5.462
H -0.142 -0.998 4.479
H 1.444 -1.269 3.683
H 0.380 1.990 6.237
H -0.717 1.418 5.031
H -0.061 0.305 6.143
H 2.842 0.282 6.166
H 3.381 0.206 4.536
H 2.809 2.957 5.722
H 4.352 2.334 5.443
H 3.808 1.903 3.057
H 3.604 3.637 3.491
H 0.909 3.636 4.646
H -0.214 3.328 3.335
H 0.962 4.549 3.185
H 1.009 3.128 1.205
H 2.429 2.020 1.040
H 2.487 3.707 1.332
H 0.180 0.320 2.176
C -4.667 8.720 0.665
C -3.337 8.225 0.171
C -3.429 7.088 -0.803
C -2.519 9.414 -0.403
C -1.108 9.038 -0.731
C -0.438 8.695 0.592
C -1.151 7.519 1.261
C -0.840 6.163 0.532
C -0.504 7.489 2.683
N -2.602 7.833 1.394
O -3.175 6.657 1.981
H -4.518 9.344 1.640
H -5.229 9.309 -0.019
H -5.336 7.890 0.959
H -4.214 7.364 -1.625
H -2.558 6.873 -1.364
H -3.673 6.213 -0.229
H -3.010 9.673 -1.313
H -2.524 10.237 0.361
H -1.083 8.181 -1.405
H -0.715 9.893 -1.266
H -0.431 9.578 1.227
H 0.572 8.438 0.382
H -1.468 5.362 0.691
H 0.093 5.843 1.014
H -0.566 6.447 -0.491
H -1.014 6.797 3.369
H -0.608 8.470 3.122
H 0.567 7.172 2.636
H -3.723 7.004 2.663
C -2.269 -5.011 -0.379
C -1.477 -4.999 0.937
C -0.037 -4.499 0.676
C -2.243 -4.125 1.970
C -1.711 -4.132 3.381
C -1.879 -5.535 3.923
C -1.236 -6.577 2.967
C 0.268 -6.709 3.242
C -1.811 -7.985 3.339
N -1.539 -6.327 1.562
O -0.841 -7.229 0.717
H -3.202 -5.701 -0.262
H -2.586 -4.022 -0.655
H -1.765 -5.394 -1.209
H 0.457 -3.880 1.433
H 0.662 -5.259 0.474
H -0.040 -3.908 -0.294
H -2.310 -3.114 1.545
H -3.306 -4.502 1.947
H -0.628 -3.816 3.398
H -2.200 -3.416 3.969
H -2.983 -5.689 3.967
H -1.600 -5.653 4.971
H 0.940 -5.854 2.959
H 0.696 -7.539 2.703
H 0.421 -6.886 4.288
H -1.567 -8.709 2.607
H -2.919 -7.902 3.407
H -1.419 -8.303 4.343
H 0.001 -6.862 0.467
C -6.482 -0.326 -0.674
C -5.794 -1.702 -0.656
C -5.450 -2.047 0.774
C -6.685 -2.767 -1.179
C -6.934 -2.649 -2.632
C -5.618 -2.848 -3.298
C -4.526 -1.788 -2.893
C -3.108 -2.300 -3.134
C -4.666 -0.495 -3.674
N -4.534 -1.764 -1.430
O -3.714 -0.692 -1.082
H -6.560 0.065 -1.698
H -7.499 -0.395 -0.232
H -5.941 0.365 -0.095
H -4.841 -1.265 1.248
H -6.354 -2.001 1.384
H -4.964 -3.012 0.902
H -6.077 -3.650 -1.016
H -7.612 -2.966 -0.648
H -7.457 -3.572 -2.931
H -7.432 -1.757 -2.981
H -5.815 -2.760 -4.367
H -5.377 -3.923 -3.095
H -2.421 -1.622 -2.631
H -2.759 -2.181 -4.220
H -3.084 -3.292 -2.697
H -4.314 0.365 -3.159
H -5.712 -0.320 -3.804
H -4.293 -0.602 -4.674
H -3.029 -1.096 -0.631
C 4.783 -0.291 0.614
C 5.557 -1.494 0.136
C 6.316 -1.154 -1.155
C 6.514 -1.980 1.213
C 5.923 -2.740 2.464
C 5.134 -3.902 1.906
C 4.103 -3.410 0.859
C 3.556 -4.635 0.198
C 2.912 -2.656 1.575
N 4.741 -2.667 -0.250
O 3.736 -2.159 -1.094
H 5.495 0.493 0.603
H 3.846 -0.047 -0.026
H 4.460 -0.384 1.642
H 7.255 -0.651 -0.864
H 6.408 -1.915 -1.828
H 5.781 -0.387 -1.761
H 7.176 -2.775 0.838
H 7.135 -1.201 1.621
H 6.767 -3.127 3.048
H 5.367 -2.101 3.162
H 4.481 -4.391 2.670
H 5.896 -4.669 1.557
H 3.047 -5.343 0.982
H 4.332 -5.308 -0.171
H 2.809 -4.468 -0.612
H 3.196 -1.760 2.170
H 2.550 -3.307 2.366
H 2.087 -2.387 0.896
H 3.873 -2.595 -1.951
C 0.917 -4.697 -5.753
C 1.711 -4.350 -4.479
C 0.952 -4.202 -3.193
O 1.066 -5.446 -2.565
C 2.198 -6.081 -3.017
O 2.706 -6.977 -2.428
O 2.601 -5.470 -4.187
H 0.023 -5.377 -5.747
H 1.556 -5.091 -6.554
H 0.320 -3.877 -6.124
H 2.358 -3.438 -4.736
H -0.079 -3.958 -3.218
H 1.418 -3.425 -2.574
```